{"formula": "C4H15NO6S", "method": "ωB97M-V/def2-TZVPD", "symbols": ["C", "N", "C", "C", "S", "C", "O", "O", "H", "H", "H", "H", "H", "H", "H", "H", "H", "O", "H", "H", "O", "H", "H", "O", "H", "H", "O"], "coordinates": [[0.915565, -0.410691, 1.761313], [-0.074932, 0.388973, 1.061223], [0.112040, 0.396269, -0.394036], [-0.721558, 1.523328, -0.999235], [0.049382, 3.185091, -0.842164], [-0.261860, -0.991088, -0.982897], [-1.475912, -1.305578, -1.074894], [0.700214, -1.722589, -1.375564], [0.777523, -1.463200, 1.500393], [1.950815, -0.144269, 1.504428], [0.795477, -0.257214, 2.837354], [-0.009612, 1.352443, 1.375522], [1.161728, 0.573403, -0.642819], [-1.698020, 1.518939, -0.514341], [-0.901948, 1.300034, -2.046086], [3.369275, -0.333190, -1.229402], [2.382810, -1.480958, -1.061158], [3.336426, -1.246588, -0.923751], [-1.513087, -3.006385, -2.036747], [-0.126977, -3.267970, -2.272898], [-0.977938, -3.686662, -2.502929], [-2.156149, -0.080244, 1.493387], [-2.586892, -0.882777, 0.335706], [-2.945808, -0.558884, 1.187278], [0.546932, 3.431705, 1.450445], [-0.774993, 3.673205, 2.050623], [0.127499, 3.494897, 2.341252]], "atomic_forces_ev_per_a": [[0.0, 0.1, 0.0], [0.0, 0.1, 0.0], [-0.3, -0.3, 0.0], [0.0, 0.2, 0.1], [0.0, 0.0, 0.1], [0.1, 0.0, -0.2], [0.2, 0.0, 0.1], [-0.2, 0.1, 0.1], [0.0, 0.0, 0.2], [0.0, 0.0, -0.1], [-0.1, -0.2, 0.0], [0.0, 0.0, 0.0], [0.1, 0.0, 0.0], [0.0, -0.1, 0.0], [0.1, 0.0, -0.2], [0.0, -0.1, 0.1], [0.0, 0.1, 0.0], [0.1, 0.0, -0.1], [0.0, -0.2, -0.2], [0.1, -0.1, -0.1], [-0.1, 0.3, 0.2], [0.0, -0.1, 0.0], [-0.1, 0.0, -0.1], [0.0, 0.1, 0.1], [-0.2, -0.1, 0.0], [0.0, 0.0, 0.0], [0.1, 0.1, 0.0]], "mulliken_charge": [-1.01, -0.26, 0.57, -0.91, -0.71, 0.55, -0.95, -0.96, 0.25, 0.31, 0.34, 0.39, -0.10, 0.21, 0.35, 0.30, 0.45, -0.70, 0.39, 0.37, -0.74, 0.39, 0.39, -0.76, 0.22, 0.35, -0.70], "gap_ev": 6.37, "relative_energy_kj_mol": 0.0, "total_charge": -2, "homo_energy_ev": -0.70}

{"formula": "C7H16CoNOPS", "method": "ωB97M-V/def2-TZVPD", "symbols": ["Co", "H", "H", "P", "C", "H", "H", "H", "C", "H", "H", "H", "C", "H", "H", "H", "C", "O", "H", "H", "S", "C", "C", "N", "C", "H", "H", "H"], "coordinates": [[-0.037351, -0.417372, 0.535579], [0.053061, -2.396676, 0.820486], [-0.301005, -2.083001, 0.200735], [-0.188337, 0.486066, -1.550416], [-1.881948, 1.200973, -1.951001], [-1.988737, 1.323804, -3.046605], [-2.688702, 0.547071, -1.579003], [-2.040784, 2.171396, -1.454575], [0.867443, 1.540734, -2.612260], [1.871436, 1.088408, -2.604226], [0.401092, 1.619059, -3.611001], [0.927447, 2.545567, -2.176447], [-0.290043, -1.081013, -2.522306], [-1.075106, -1.715103, -2.095717], [-0.553243, -0.852683, -3.564514], [0.685224, -1.568588, -2.400161], [-1.532679, 0.426648, 1.090924], [-2.602063, 0.634758, 1.517317], [1.163357, -0.394898, -0.475055], [0.318274, 1.025280, 0.166657], [2.255086, 0.095117, 4.401295], [0.987437, -1.122690, 4.374569], [0.328387, -1.143776, 3.200547], [0.859077, -0.229466, 2.277061], [1.812191, 0.577483, 2.784352], [0.773460, -1.786982, 5.218346], [-0.467831, -1.829883, 2.843928], [2.344858, 1.339765, 2.211489]], "atomic_forces_ev_per_a": [[0.0, 1.3, -1.9], [-0.2, -0.3, -0.3], [0.1, -1.1, 0.4], [-1.8, -0.5, 0.2], [0.0, 0.1, -0.3], [-0.1, 0.0, 0.5], [0.4, 0.1, -0.2], [0.3, -0.2, -0.2], [0.2, -0.1, 0.6], [-0.3, 0.3, -0.4], [0.4, -0.3, 0.4], [0.0, -0.2, -0.1], [-0.1, 0.5, -0.3], [0.1, 0.1, 0.0], [0.2, -0.3, 0.0], [-0.3, 0.0, -0.3], [-3.7, -0.4, 1.9], [1.9, 0.2, -0.9], [1.9, -1.0, -0.5], [0.2, 2.2, -0.2], [-1.3, -0.3, -0.7], [0.3, -0.1, 0.9], [1.2, 0.6, -0.9], [1.5, 1.3, 2.1], [-1.5, -2.7, -0.1], [0.3, 0.5, -0.3], [0.7, 0.7, 0.6], [-0.4, -0.4, 0.2]], "mulliken_charge": [-0.60, -0.16, 0.09, 1.11, -1.40, 0.41, 0.36, 0.37, -1.09, 0.35, 0.37, 0.36, -1.41, 0.34, 0.42, 0.34, 0.31, -0.36, -0.26, 0.16, -0.13, -0.41, -0.39, 0.19, -0.10, 0.38, 0.34, 0.41], "gap_ev": [5.18, 7.79], "relative_energy_kj_mol": 245.0, "spin_multiplicity": 4, "homo_energy_ev": [-4.71, -7.56]}

{"formula": "C33H36CaN2O4", "method": "ωB97M-V/def2-TZVPD", "symbols": ["Ca", "N", "C", "C", "N", "H", "H", "H", "H", "H", "H", "H", "H", "C", "C", "C", "O", "C", "C", "O", "C", "O", "C", "C", "C", "C", "C", "C", "C", "C", "C", "C", "C", "C", "C", "O", "C", "C", "C", "C", "C", "C", "C", "C", "C", "C", "C", "C", "H", "H", "H", "H", "H", "H", "H", "H", "H", "H", "H", "H", "H", "H", "H", "H", "H", "H", "H", "H", "H", "H", "H", "H", "H", "H", "H", "H"], "coordinates": [[-0.252866, 0.071321, -0.296781], [2.331920, -0.210157, -0.410120], [2.875225, -0.638654, 0.899074], [1.902461, -0.372691, 2.036462], [0.615702, -1.051027, 1.798307], [2.992517, -0.405485, -1.151011], [2.209405, 0.804656, -0.399705], [3.817986, -0.133435, 1.127173], [3.090209, -1.707723, 0.827573], [1.700672, 0.699842, 2.093592], [2.369500, -0.673211, 2.978236], [-0.088191, -0.754028, 2.466775], [0.709272, -2.054652, 1.902522], [-2.057511, 2.229513, -4.000771], [-1.223007, 2.137280, -2.744962], [0.251752, 1.968128, -3.044892], [-1.453285, 3.269097, -1.934663], [-1.836107, 2.902262, -0.594930], [-2.597732, 1.580691, -0.978199], [-1.658212, 1.015879, -1.946945], [-3.167111, 0.368958, -0.130883], [-2.182066, -0.450673, 0.375780], [-4.087308, 0.880010, 0.983008], [-4.369240, 0.004561, 2.027646], [-5.189499, 0.392599, 3.072969], [-5.744428, 1.667248, 3.098864], [-5.481349, 2.541556, 2.057892], [-4.663633, 2.144112, 1.004683], [-4.032886, -0.416505, -1.151650], [-5.197993, 0.124875, -1.691163], [-5.942296, -0.572887, -2.630270], [-5.535062, -1.835628, -3.040490], [-4.387121, -2.388907, -2.495501], [-3.642876, -1.683822, -1.556527], [-0.590767, 3.065136, 0.377529], [0.302544, 2.014554, 0.260654], [-1.079595, 3.171893, 1.834565], [-0.975886, 4.326784, 2.600602], [-1.405220, 4.357211, 3.925394], [-1.953712, 3.229819, 4.509962], [-2.063883, 2.066236, 3.756126], [-1.622917, 2.040177, 2.443399], [0.083470, 4.385240, -0.052602], [-0.620362, 5.575283, -0.234414], [0.023140, 6.738332, -0.622158], [1.398176, 6.739613, -0.830946], [2.110442, 5.568325, -0.639047], [1.455734, 4.402606, -0.252112], [-1.781203, 3.126968, -4.555333], [-3.118440, 2.288464, -3.758461], [-1.890701, 1.359189, -4.635466], [0.572054, 2.745266, -3.739978], [0.429568, 1.004121, -3.530602], [0.847845, 2.064039, -2.137878], [-2.568982, 3.650497, -0.293258], [-3.444589, 1.958415, -1.555228], [-3.914822, -0.977703, 2.012326], [-5.394472, -0.301592, 3.879394], [-6.377217, 1.972470, 3.922547], [-5.902707, 3.539039, 2.059820], [-4.477006, 2.850070, 0.205381], [-5.541004, 1.098816, -1.360337], [-6.845772, -0.132883, -3.033823], [-6.114582, -2.385308, -3.771312], [-4.068896, -3.378911, -2.799481], [-2.759475, -2.120812, -1.112818], [-0.544737, 5.224068, 2.177307], [-1.306179, 5.274889, 4.492144], [-2.299764, 3.255733, 5.535771], [-2.513169, 1.176209, 4.180248], [-1.742647, 1.116417, 1.889862], [-1.691567, 5.606486, -0.072977], [-0.546244, 7.648459, -0.764341], [1.905820, 7.646874, -1.133179], [3.183476, 5.555293, -0.789241], [1.998411, 3.481011, -0.095233]], "atomic_forces_ev_per_a": [[0.7, -0.9, -0.2], [-0.2, 0.3, 0.2], [0.1, 0.0, -0.2], [-0.2, 0.0, 0.0], [0.1, 0.1, 0.0], [0.0, -0.1, 0.0], [0.1, 0.1, 0.1], [0.0, 0.0, 0.0], [0.0, 0.0, 0.0], [0.0, 0.0, 0.0], [0.1, 0.0, 0.0], [0.0, 0.1, 0.0], [0.0, 0.0, 0.0], [-0.1, 0.1, -0.1], [0.0, -0.3, 0.4], [0.1, 0.0, -0.3], [0.1, 0.2, -0.1], [-0.1, 0.0, 0.0], [0.3, -0.1, 0.0], [-0.3, 0.3, 0.1], [0.3, 0.0, -0.1], [-0.5, 0.3, 0.0], [-0.1, 0.0, 0.0], [0.0, 0.0, 0.0], [0.0, 0.0, 0.0], [0.0, 0.0, 0.0], [0.0, -0.1, 0.0], [-0.1, 0.0, 0.0], [-0.1, 0.1, 0.0], [0.0, 0.0, 0.0], [0.0, 0.0, 0.0], [0.0, 0.0, 0.0], [0.0, 0.0, 0.0], [0.0, -0.1, 0.0], [0.0, -0.2, -0.3], [-0.1, 0.3, 0.1], [-0.1, 0.0, 0.1], [0.0, 0.1, 0.1], [0.0, 0.0, -0.1], [0.0, -0.1, 0.0], [0.0, 0.1, 0.0], [0.0, -0.1, 0.1], [0.0, 0.0, 0.0], [-0.1, 0.0, -0.1], [0.1, 0.0, 0.0], [0.0, 0.0, 0.0], [0.0, -0.1, 0.0], [0.0, 0.1, 0.0], [0.0, 0.0, 0.0], [0.0, 0.0, 0.0], [0.0, 0.0, 0.0], [0.0, 0.0, 0.0], [0.0, 0.0, 0.0], [-0.1, 0.0, 0.1], [-0.1, -0.1, 0.0], [0.0, 0.1, 0.0], [0.0, 0.0, 0.0], [0.0, 0.0, 0.0], [0.0, 0.0, 0.0], [0.0, 0.0, 0.0], [0.0, 0.0, 0.0], [0.0, 0.0, 0.0], [0.0, 0.0, 0.0], [0.0, 0.0, 0.0], [0.0, 0.0, 0.0], [0.0, 0.0, 0.0], [0.0, 0.0, 0.0], [0.0, 0.0, 0.0], [0.0, 0.0, 0.0], [0.0, 0.0, 0.0], [0.1, 0.0, -0.1], [0.0, 0.0, 0.0], [0.0, 0.0, 0.0], [0.0, 0.0, 0.0], [0.0, 0.0, 0.0], [0.0, 0.0, 0.0]], "mulliken_charge": [1.45, -0.42, -0.67, -0.40, -0.50, 0.26, -0.03, 0.39, 0.38, 0.13, 0.47, 0.14, 0.22, -1.70, 1.22, -1.47, -0.54, -0.43, -2.10, -0.58, 3.73, -1.34, -0.14, -0.40, -0.85, -0.55, -1.11, 0.40, 0.02, 0.02, -1.07, -0.53, -0.83, -0.71, 2.86, -0.74, 0.22, -0.57, -0.85, -0.99, -0.94, -0.35, -0.45, 0.22, -1.07, -0.57, -0.91, -0.27, 0.42, 0.33, 0.36, 0.43, 0.33, 0.16, 0.93, 0.74, 0.46, 0.41, 0.41, 0.44, 0.31, 0.39, 0.42, 0.39, 0.41, 0.35, 0.48, 0.45, 0.39, 0.48, 0.61, 0.36, 0.43, 0.38, 0.42, 0.30], "gap_ev": 8.29, "homo_energy_ev": -8.22}

Which energy belongs to each record? In order, -29004.135 -68799.972 -64417.272 eV.